No. 1
Computed, not measured: a structure of composition C31H47Cl4LiN2Na2O12 at a distorted geometry, with ωB97M-V/def2-TZVPD.

Structure (ORCA input):
```
! RIJCOSX wB97M-V def2-TZVPD def2/J DEFGRID3
* xyz 0 1
C 1.80 6.05 4.83
C 2.20 5.04 4.29
C 2.75 3.70 3.67
O 3.92 4.15 3.03
C 4.48 3.18 2.14
C 5.12 1.90 2.82
C 4.79 0.58 1.97
C 3.32 -0.03 2.29
O 2.84 2.88 4.84
C 1.78 1.97 5.06
O 1.52 1.39 6.05
O 1.17 1.88 3.81
C 1.68 2.88 2.87
C 0.36 3.58 2.34
C -0.79 2.47 2.38
C -0.74 1.32 1.43
C -1.75 0.25 1.47
C -2.81 0.37 2.51
C -2.92 1.50 3.45
C -1.87 2.57 3.38
H 1.75 6.96 5.49
H 3.78 2.86 1.30
H 5.34 3.71 1.60
H 4.90 1.78 3.91
H 6.25 2.00 2.74
H 5.56 -0.26 2.21
H 4.91 0.82 0.87
H 3.00 0.36 3.30
H 3.32 -1.18 2.28
H 2.60 0.33 1.45
H 1.98 2.25 2.00
H -0.03 4.42 2.96
H 0.44 3.86 1.24
H 0.11 1.32 0.69
H -1.67 -0.61 0.77
H -3.57 -0.44 2.57
H -3.73 1.56 4.21
H -1.89 3.45 4.08
C -2.60 -3.84 -4.01
C -1.67 -3.50 -2.87
C -2.32 -3.51 -1.52
O -1.48 -2.62 -0.78
C -0.96 -1.74 -1.68
O -0.37 -0.75 -1.38
O -1.21 -2.14 -2.95
H -3.57 -3.35 -3.89
H -2.19 -3.49 -4.96
H -2.76 -4.92 -4.07
H -0.79 -4.15 -2.90
H -2.34 -4.50 -1.07
H -3.33 -3.10 -1.52
C -6.09 4.58 3.32
Cl -7.46 3.98 4.27
Cl -6.58 4.80 1.63
Cl -5.56 6.16 3.98
Cl -4.74 3.44 3.40
C -0.64 4.47 -3.02
C -0.86 4.85 -1.55
C -0.80 6.39 -1.42
O 0.15 4.33 -0.82
H 0.33 4.81 -3.40
H -0.69 3.38 -3.16
H -1.42 4.91 -3.66
H -1.91 4.56 -1.31
H 0.16 6.79 -1.74
H -0.98 6.70 -0.39
H -1.58 6.85 -2.04
Na 4.05 -1.56 0.99
O -1.83 -4.03 -6.87
C -0.62 -3.93 -7.31
C -0.44 -4.93 -8.64
O 0.78 -4.91 -9.01
H 0.19 -4.20 -6.62
H -0.30 -2.93 -7.66
H -1.20 -4.56 -9.36
H -0.87 -5.90 -8.34
C 2.82 -3.04 -2.72
C 2.21 -3.67 -3.92
N 1.74 -4.17 -4.84
H 2.62 -1.97 -2.73
H 2.41 -3.48 -1.82
H 3.90 -3.20 -2.73
O 1.10 8.84 6.90
H 1.77 8.30 7.34
H 0.27 8.42 7.13
Li -5.50 8.28 2.32
C -1.11 -7.41 0.17
C -1.60 -7.56 -1.24
O -2.18 -6.65 -1.83
N -1.39 -8.74 -1.87
C -0.74 -9.93 -1.35
H -1.35 -6.41 0.54
H -1.59 -8.14 0.82
H -0.02 -7.54 0.21
H -1.75 -8.77 -2.81
H 0.11 -10.16 -1.99
H -1.45 -10.76 -1.39
H -0.39 -9.80 -0.33
Na 5.21 5.16 0.37
*
```

Computed properties:
Kohn-Sham gap = 1.02 eV
F_max = 0.1130 Eh/bohr
DFT total energy = -4394.03207 a.u.

And the Mulliken charges, in e, turn out to be:
1. C 0.547
2. C -1.814
3. C 1.989
4. O -0.358
5. C -0.071
6. C -0.711
7. C -1.056
8. C -0.043
9. O -0.411
10. C 0.593
11. O -0.508
12. O -0.483
13. C 0.424
14. C -0.991
15. C 0.535
16. C -0.198
17. C -0.594
18. C -0.531
19. C -0.794
20. C -0.665
21. H 0.376
22. H 0.678
23. H -0.372
24. H 0.367
25. H 0.381
26. H 0.430
27. H 0.475
28. H -0.061
29. H 0.116
30. H 0.330
31. H -0.436
32. H 0.568
33. H 0.057
34. H 0.710
35. H 0.322
36. H 0.331
37. H 0.712
38. H 0.329
39. C -1.381
40. C 0.851
41. C -0.261
42. O -0.378
43. C 0.663
44. O -0.557
45. O -0.331
46. H 0.401
47. H 0.237
48. H 0.310
49. H 0.045
50. H 0.032
51. H 0.362
52. C 0.346
53. Cl -0.091
54. Cl -0.113
55. Cl -0.187
56. Cl -0.036
57. C -1.391
58. C 0.613
59. C -1.379
60. O -0.872
61. H 0.308
62. H 0.240
63. H 0.403
64. H 0.115
65. H 0.291
66. H 0.284
67. H 0.372
68. Na 0.222
69. O -0.534
70. C 0.308
71. C -0.200
72. O -0.471
73. H 0.007
74. H 0.250
75. H 0.236
76. H 0.250
77. C -0.718
78. C 0.350
79. N -0.486
80. H 0.234
81. H 0.207
82. H 0.360
83. O -0.671
84. H 0.337
85. H 0.328
86. Li 0.540
87. C -1.281
88. C 0.815
89. O -0.609
90. N -0.195
91. C -0.864
92. H 0.254
93. H 0.368
94. H 0.374
95. H 0.243
96. H 0.288
97. H 0.293
98. H 0.322
99. Na 0.368

=====

No. 2
Computed, not measured: a structure of composition C31H47N6O2PRhS3Si2 at a distorted geometry, with ωB97M-V/def2-TZVPD.

Structure (ORCA input):
```
! RIJCOSX wB97M-V def2-TZVPD def2/J DEFGRID3
* xyz -1 1
Rh -0.06 0.00 -0.15
C 2.50 1.65 -2.37
Si 2.77 -0.10 -1.63
C 4.67 -0.34 -1.80
C 1.88 -1.35 -2.78
N 2.08 -0.18 -0.05
C 2.55 -0.44 1.17
C 3.89 -0.79 1.43
C 4.37 -0.97 2.70
C 3.53 -0.79 3.80
C 2.21 -0.47 3.61
C 1.66 -0.33 2.31
N 0.38 -0.04 2.11
Si -0.97 -0.15 3.19
C -2.60 -0.31 2.22
C -0.93 -1.66 4.37
C -1.07 1.48 4.21
H 2.92 1.69 -3.38
H 2.97 2.42 -1.77
H 1.44 1.89 -2.45
H 4.97 -0.14 -2.82
H 5.01 -1.34 -1.56
H 5.21 0.36 -1.16
H 1.45 -0.83 -3.63
H 1.05 -1.84 -2.26
H 2.54 -2.12 -3.16
H 4.56 -0.90 0.60
H 5.41 -1.24 2.86
H 3.92 -0.91 4.80
H 1.56 -0.29 4.44
H -2.53 -1.10 1.47
H -2.86 0.61 1.70
H -3.43 -0.56 2.88
H -0.85 -2.57 3.80
H -1.85 -1.70 4.95
H -0.10 -1.64 5.08
H -1.01 2.34 3.55
H -0.27 1.56 4.94
H -2.01 1.53 4.74
S -2.10 0.18 -1.12
C -2.36 1.90 -0.81
N -3.59 2.36 -0.92
N -3.79 3.70 -0.81
C -3.13 4.72 -1.45
C -2.29 4.47 -2.55
C -1.68 5.52 -3.21
C -1.88 6.83 -2.79
C -2.70 7.08 -1.70
C -3.33 6.04 -1.04
N -1.33 2.61 -0.44
N -0.18 2.03 -0.12
C 0.81 2.96 0.09
C 1.92 2.74 0.92
C 2.87 3.73 1.10
C 2.73 4.97 0.49
C 1.63 5.21 -0.31
C 0.69 4.23 -0.52
H -4.58 3.94 -0.23
H -2.16 3.46 -2.89
H -1.05 5.31 -4.06
H -1.39 7.64 -3.31
H -2.84 8.10 -1.37
H -3.97 6.25 -0.20
H 2.01 1.82 1.47
H 3.71 3.54 1.75
H 3.47 5.74 0.65
H 1.49 6.18 -0.77
H -0.16 4.41 -1.16
C 3.74 -4.02 -1.07
C 2.40 -4.68 -1.35
C 2.56 -6.15 -1.73
O 1.62 -4.57 -0.17
P 0.04 -4.19 -0.24
S -0.78 -4.97 -1.86
S -0.35 -2.28 0.30
O -0.47 -4.78 1.16
C -0.22 -6.03 1.79
C -0.29 -7.19 0.82
C 1.10 -5.98 2.55
H 4.36 -4.02 -1.96
H 4.26 -4.56 -0.28
H 3.57 -3.00 -0.73
H 1.89 -4.17 -2.18
H 2.97 -6.71 -0.89
H 3.24 -6.24 -2.58
H 1.60 -6.57 -2.01
H -1.04 -6.12 2.52
H 0.53 -7.11 0.11
H -1.22 -7.15 0.26
H -0.22 -8.13 1.35
H 1.93 -5.90 1.84
H 1.22 -6.88 3.15
H 1.12 -5.11 3.20
*
```

Computed properties:
Kohn-Sham gap (alpha / beta) = 3.67 / 3.59 eV
F_max = 0.0949 Eh/bohr
DFT total energy = -3914.10808 a.u.

And the Mulliken charges, in e, turn out to be:
1. Rh -0.337
2. C -1.155
3. Si 0.174
4. C -1.353
5. C -1.011
6. N 1.225
7. C 0.905
8. C -0.991
9. C -1.063
10. C -1.110
11. C -0.792
12. C 0.650
13. N 0.920
14. Si -0.022
15. C -0.929
16. C -0.916
17. C -1.204
18. H 0.470
19. H 0.191
20. H 0.209
21. H 0.394
22. H 0.332
23. H 0.368
24. H 0.517
25. H 0.092
26. H 0.332
27. H 0.137
28. H 0.385
29. H 0.369
30. H 0.372
31. H 0.249
32. H 0.124
33. H 0.444
34. H 0.103
35. H 0.387
36. H 0.374
37. H 0.321
38. H 0.312
39. H 0.365
40. S -0.360
41. C 0.410
42. N -0.941
43. N 0.150
44. C 1.043
45. C -0.493
46. C -0.400
47. C -0.640
48. C -0.485
49. C -0.687
50. N -0.505
51. N 1.011
52. C -0.759
53. C 0.296
54. C -0.787
55. C -0.482
56. C -0.683
57. C -0.039
58. H 0.219
59. H 0.446
60. H 0.395
61. H 0.389
62. H 0.368
63. H 0.359
64. H 0.528
65. H 0.477
66. H 0.396
67. H 0.467
68. H 0.221
69. C -1.172
70. C 0.640
71. C -1.767
72. O -0.190
73. P -0.120
74. S -0.440
75. S -0.147
76. O -0.156
77. C 0.606
78. C -1.333
79. C -1.127
80. H 0.426
81. H 0.457
82. H -0.005
83. H 0.333
84. H 0.317
85. H 0.449
86. H 0.336
87. H 0.350
88. H 0.159
89. H 0.331
90. H 0.483
91. H 0.095
92. H 0.463
93. H 0.255